Record 1
{
  "formula": "C14H17AuF6N2OSb2Se4",
  "method": "wB97M-V/def2-TZVPD",
  "species": ["Au", "Sb", "Sb", "Se", "Se", "Se", "Se", "F", "F", "F", "F", "F", "F", "O", "N", "N", "C", "C", "C", "C", "C", "C", "C", "C", "C", "C", "C", "C", "C", "C", "H", "H", "H", "H", "H", "H", "H", "H", "H", "H", "H", "H", "H", "H", "H", "H", "H"],
  "xyz": [[-0.62209, 0.15528, -0.03040], [-4.65971, -2.87855, -1.12720], [-0.85549, -3.65675, -0.67456], [-1.16717, -6.00249, 0.06757], [-0.15645, -3.12354, -2.90846], [-0.99420, -1.94782, 1.16146], [1.01486, -5.03940, 0.56042], [-6.01325, -4.18903, -1.09580], [-3.54038, -4.02107, -2.16725], [-3.80574, -3.68327, 0.37010], [-5.45310, -2.07174, -2.63195], [-5.62541, -1.74282, 0.03371], [-3.22794, -1.62779, -1.22274], [1.42089, -0.68187, -1.08800], [-2.38606, 1.33005, -0.12951], [0.15304, 2.16573, -0.45216], [-2.12935, 2.67463, -0.26470], [2.38701, -1.38288, -0.29401], [-4.34191, 2.41689, -0.13370], [-3.70823, 1.16707, -0.04777], [3.65968, 1.72956, 0.58921], [1.72148, 1.96822, 1.97602], [3.77999, 1.14899, 2.91734], [1.54569, 2.55791, -0.48180], [-3.34014, 3.37685, -0.26975], [2.44667, 1.50355, 3.06470], [-0.77944, 3.06287, -0.40222], [3.68238, -1.57281, -1.05221], [4.38846, 1.26849, 1.67522], [2.32088, 2.08064, 0.72636], [4.13081, 1.80431, -0.38497], [-4.15169, 0.18871, 0.06010], [0.67608, 2.22658, 2.09433], [4.38773, -2.15630, -0.45591], [1.60732, 3.65130, -0.55508], [-3.45652, 4.44617, -0.36910], [1.97862, -2.34648, 0.01857], [4.33908, 0.76797, 3.76264], [2.01878, 2.13606, -1.37150], [5.42560, 0.98322, 1.54727], [3.49978, -2.11344, -1.98314], [2.53455, -0.78127, 0.60127], [1.96198, 1.40302, 4.02785], [4.14117, -0.61120, -1.29147], [1.12041, -1.28547, -1.80213], [-0.52079, 4.12142, -0.45912], [-5.40786, 2.58051, -0.10755]],
  "total_charge": -1,
  "spin_multiplicity": 2,
  "e_homo_ev": [-5.32, -5.38],
  "de_lowest_ev": 0.000
}


Record 2
{
  "formula": "C14H17Br2Cl2GeIrNO",
  "method": "wB97M-V/def2-TZVPD",
  "species": ["Ir", "Br", "Br", "Ge", "Cl", "Cl", "O", "N", "C", "C", "C", "C", "C", "C", "C", "C", "C", "C", "C", "C", "C", "C", "H", "H", "H", "H", "H", "H", "H", "H", "H", "H", "H", "H", "H", "H", "H", "H", "H"],
  "xyz": [[-0.50881, -0.12630, -0.25786], [4.41241, 0.93099, 0.29025], [2.78517, 1.80447, 5.62103], [0.10296, -1.18772, -2.67176], [-2.81567, -0.68162, -0.51451], [-3.26807, 2.03157, 0.57956], [1.43580, 0.21183, -0.03967], [-0.48779, 0.23858, 1.75434], [1.02306, 0.94832, 3.52198], [0.76532, 0.60398, 2.18123], [-1.07396, -2.74045, -2.53550], [3.32433, 1.31250, 2.89524], [1.76369, 0.58995, 1.18679], [1.96949, -1.61003, -2.36099], [-3.88129, 0.80296, -0.48949], [-1.30126, 0.49728, 3.97328], [-1.48121, 0.17863, 2.62682], [2.35129, 1.31512, 3.85404], [3.03793, 0.94587, 1.56611], [-0.15555, -0.32124, -4.40682], [-0.50787, 0.86712, -1.82813], [-0.06247, 0.88725, 4.41644], [-2.10871, -2.48576, -2.75876], [-1.40488, 1.16959, -2.36691], [0.36880, 1.46593, -2.07920], [4.33768, 1.58923, 3.15040], [2.09339, -2.10367, -1.39956], [-0.74697, -3.48280, -3.26596], [-1.01445, -3.18827, -1.54460], [-4.84560, 0.44342, -0.15053], [-2.14273, 0.43536, 4.64718], [2.31114, -2.27636, -3.15448], [0.47664, 0.55647, -4.52742], [2.58103, -0.70978, -2.36320], [0.09390, 1.14539, 5.45524], [-1.19499, -0.04794, -4.58081], [-3.91766, 1.16871, -1.50833], [-2.44689, -0.12427, 2.24696], [0.13279, -1.05428, -5.16243]],
  "total_charge": 1,
  "e_homo_ev": -10.93,
  "de_lowest_ev": 0.000
}


Record 3
{
  "formula": "C14H17CaCl9ILiMgN4O6PS",
  "method": "wB97M-V/def2-TZVPD",
  "species": ["I", "Ca", "Cl", "Cl", "Cl", "Cl", "Cl", "Cl", "Cl", "Cl", "Cl", "S", "P", "Mg", "O", "O", "O", "O", "O", "O", "N", "N", "N", "N", "C", "C", "C", "C", "C", "C", "C", "C", "C", "C", "C", "C", "C", "C", "Li", "H", "H", "H", "H", "H", "H", "H", "H", "H", "H", "H", "H", "H", "H", "H", "H", "H"],
  "xyz": [[-0.48062, -2.72598, 1.72532], [2.79895, 2.85406, 0.97002], [0.60898, -5.09662, 1.37179], [-2.12582, -2.53883, -4.37351], [0.01418, -1.18773, -2.93811], [2.64637, 8.23023, -1.82893], [5.49819, 7.79558, -1.45038], [4.07557, 6.37020, -3.55036], [-2.39234, 0.27273, -3.67374], [3.60275, 5.69921, -0.75898], [-0.49989, -0.54204, -5.72807], [5.61705, 2.54435, -1.94606], [1.95110, -2.59250, 1.24508], [2.42599, -1.44880, -2.85932], [4.66046, 5.13610, 2.03851], [6.42431, 6.42025, 2.06003], [-5.64595, -1.84981, 3.51520], [4.84739, 6.44371, 3.56788], [-4.82989, -5.65252, 2.00223], [2.20556, -3.86199, 0.02976], [-5.34937, -3.78927, 4.62281], [3.86144, 2.77736, -2.03270], [5.90925, 1.03539, -1.04738], [-3.99814, -3.25258, 2.88820], [-6.04946, -5.61548, 1.49038], [3.95570, 7.02385, -1.89716], [1.63100, 1.38726, -1.05607], [5.36939, 6.02218, 2.52940], [-6.56538, -7.06499, 1.45478], [2.41172, -0.97947, 0.32590], [0.78574, 3.75492, -2.22785], [0.39393, 2.29697, -1.60666], [-1.25093, -0.99896, -4.17840], [1.21143, 0.00719, -0.20869], [4.45192, 0.66702, -0.72995], [4.03888, -0.69515, 0.09652], [-5.03667, -2.89700, 3.66575], [3.23284, 1.63639, -1.26736], [2.44223, 10.94845, -1.51782], [1.49887, -3.65587, -0.67654], [0.07825, -0.26415, -0.02173], [-6.17574, -5.23933, 0.46317], [-0.38125, 2.44854, -0.72834], [1.66776, 4.27660, -1.66045], [-6.82562, -5.04645, 2.02569], [-6.12521, -3.56018, 5.23018], [-6.61592, -7.50700, 2.45782], [-0.19364, 4.40308, -2.27670], [-0.15496, 1.68205, -2.44171], [-3.73010, -2.60883, 2.15520], [-3.48417, -4.11057, 2.99670], [-5.93716, -7.70848, 0.82590], [-7.57834, -7.08793, 1.03635], [-4.85941, -4.65682, 4.76236], [4.85596, -1.46313, 0.48893], [1.11278, 3.56477, -3.35888]],
  "total_charge": 1,
  "e_homo_ev": -7.78
}


Record 4
{
  "formula": "C14H17Cl2N2O5Os",
  "method": "wB97M-V/def2-TZVPD",
  "species": ["Os", "Cl", "Cl", "O", "O", "O", "O", "O", "N", "N", "C", "C", "C", "C", "C", "C", "C", "C", "C", "C", "C", "C", "C", "C", "H", "H", "H", "H", "H", "H", "H", "H", "H", "H", "H", "H", "H", "H", "H", "H", "H"],
  "xyz": [[0.72880, -0.97291, 0.26830], [0.78784, -2.92391, 1.60870], [3.28004, -1.46420, 2.18843], [-1.42046, -1.05287, 0.13866], [0.19466, 0.60699, 1.30668], [-3.45805, -1.61299, -0.00183], [0.16824, -1.51470, -5.81440], [1.82418, -0.97162, -0.94437], [-2.37703, -1.60580, -0.47551], [2.08465, 1.79305, 1.73016], [2.23650, 2.42038, 0.37763], [2.42849, -2.91263, 2.54971], [0.68933, 4.15020, 1.55310], [-3.07041, -3.32395, -2.06040], [-2.17526, -3.46580, -4.28852], [0.88088, 1.39180, 2.08268], [-0.33504, 3.37337, 2.40395], [-0.48485, -1.90214, -4.99732], [-3.03894, -3.93112, -3.31371], [-2.20100, -2.26859, -1.79018], [-1.31737, -1.76456, -2.71319], [1.14495, 3.49322, 0.22880], [0.17949, 2.09722, 3.16507], [-1.32169, -2.39269, -3.97970], [-3.76955, -3.66645, -1.30733], [2.19729, 1.66028, -0.40027], [-1.17939, 3.07866, 1.77787], [-2.16290, -3.91602, -5.27413], [1.53090, 4.26649, -0.43511], [2.12655, -2.97738, 3.58974], [0.26967, 3.06986, -0.27202], [0.20494, 5.09027, 1.29054], [-0.72714, 4.03375, 3.17674], [3.23834, 2.84178, 0.36235], [0.87878, 2.39148, 3.94902], [1.55320, 4.44229, 2.16029], [-0.69158, -0.90290, -2.52578], [-3.70802, -4.75414, -3.52655], [-0.64553, 1.53091, 3.58752], [2.93545, -3.79645, 2.17740], [2.52104, 2.36185, 2.44698]],
  "total_charge": 3,
  "e_homo_ev": -19.02,
  "de_lowest_ev": 0.000
}


Record 5
{
  "formula": "C14H17ClF8NO7P",
  "method": "wB97M-V/def2-TZVPD",
  "species": ["Cl", "P", "F", "F", "F", "F", "F", "F", "F", "F", "O", "O", "O", "O", "O", "O", "O", "N", "C", "C", "C", "C", "C", "C", "C", "C", "C", "C", "C", "C", "C", "C", "H", "H", "H", "H", "H", "H", "H", "H", "H", "H", "H", "H", "H", "H", "H", "H", "H"],
  "xyz": [[7.92531, 0.50890, 1.50419], [3.54398, 0.16322, -2.46592], [-5.71640, -2.50673, -2.15541], [-4.94598, 1.55515, -0.69743], [-7.57650, -1.28479, -3.20818], [-4.11217, -0.46731, -1.89057], [-6.66135, 0.51999, -2.42250], [-6.73623, -2.10589, -0.28992], [-6.41578, 0.45427, 0.46460], [-4.19473, -1.70772, -0.12324], [3.90408, 0.49839, 0.34631], [9.00983, 0.83156, 2.38648], [-2.91021, 0.70453, 0.71967], [8.42581, 0.00477, 0.24728], [7.08754, -0.51518, 2.11049], [7.10400, 1.67649, 1.26526], [2.93501, 0.32010, -3.78948], [2.30947, 0.47939, -1.23697], [1.01997, 0.59414, -1.65695], [-1.86435, 0.32981, 1.58977], [0.00318, 0.87601, -0.75891], [-7.19338, -0.65667, -2.08504], [-0.76869, 1.41073, 1.56203], [-5.13628, 0.45050, 0.05216], [5.11801, -1.64734, 0.45337], [-4.87585, -0.79413, -0.85773], [-4.20852, 0.53363, 1.24200], [-6.14373, -1.53074, -1.34303], [2.62634, 0.62955, 0.06513], [4.23647, -0.66666, 1.19170], [1.63549, 0.95961, 1.00113], [0.31511, 1.08163, 0.59760], [-4.49751, 1.41358, 1.81567], [5.87514, -1.99068, 1.14120], [4.55829, -2.52793, 0.13909], [0.84345, 0.45534, -2.70932], [-1.01026, 0.94629, -1.11605], [5.59265, -1.18833, -0.40417], [1.93097, 1.10156, 2.02634], [-0.39250, 1.57722, 2.56358], [4.54922, 1.09028, -2.18092], [-1.24909, 2.32601, 1.22276], [3.32397, -1.16386, 1.51204], [-8.07748, -0.54310, -1.46437], [4.74161, -0.31448, 2.08136], [-2.21369, 0.21374, 2.61080], [4.01824, -1.12082, -2.18644], [-1.43831, -0.61994, 1.27054], [-4.29414, -0.35406, 1.85998]],
  "e_homo_ev": -8.37,
  "de_lowest_ev": 0.000
}


Record 6
{
  "formula": "C14H17N2O6PdSb",
  "method": "wB97M-V/def2-TZVPD",
  "species": ["Sb", "Pd", "O", "O", "O", "O", "O", "O", "N", "N", "C", "C", "C", "C", "C", "C", "C", "C", "C", "C", "C", "C", "C", "C", "H", "H", "H", "H", "H", "H", "H", "H", "H", "H", "H", "H", "H", "H", "H", "H", "H"],
  "xyz": [[-1.51545, 0.56673, 0.68936], [0.96874, 0.07827, -0.31400], [0.17547, 1.19625, -2.04608], [1.46401, -4.06730, 0.50139], [3.55826, 1.56409, -0.29718], [0.11919, 1.93782, 2.61724], [1.46124, -1.87371, 0.86133], [-0.66914, 0.76281, -4.09031], [1.69148, 1.51586, 1.01080], [0.51160, -1.40300, -1.60530], [-0.02776, -1.06884, -2.76675], [2.92750, 2.00013, 0.64319], [-2.57316, 2.32583, 1.22815], [1.22071, 2.14351, 2.11277], [0.62917, -2.66664, -1.22149], [-0.33655, -3.37586, -3.26926], [3.34051, 3.13503, 1.56802], [-2.87095, -0.15879, -0.80716], [1.22741, -2.81146, 0.14686], [-0.18477, 0.44650, -3.01590], [-2.02012, -0.78213, 2.25889], [0.21282, -3.69602, -2.02831], [-0.45772, -2.05555, -3.64598], [2.25107, 3.13154, 2.64030], [1.78753, 4.10061, 2.81759], [-3.89541, -0.14064, -0.43415], [-2.21899, 2.64565, 2.20421], [-3.63843, 2.09417, 1.24527], [-0.88091, -1.75819, -4.59615], [1.84869, -4.04017, 1.39365], [2.61410, 2.76060, 3.59966], [3.35714, 4.05680, 0.98607], [-1.35887, -0.58795, 3.10179], [-3.05924, -0.64873, 2.56022], [-1.86918, -1.80056, 1.90030], [-2.37026, 3.09716, 0.48738], [-2.60461, -1.18237, -1.07889], [-0.67948, -4.16169, -3.92950], [-2.79048, 0.47318, -1.69196], [0.31029, -4.71892, -1.68828], [4.34457, 2.96599, 1.95223]],
  "spin_multiplicity": 3,
  "e_homo_ev": [-7.43, -9.04],
  "de_lowest_ev": 0.000
}